1.
A structure of composition C39H19F12N4O2PReS3. Source: OMol25; level of theory: the ωB97M-V functional and the def2-TZVPD basis.

E (hartree): -4679.8775
ΔE to the lowest compared entry with this formula, charge and spin (kJ/mol): 69.9
E_HOMO (spin up / spin down) (eV): -8.3 / -8.4

Structure (ORCA input):
```
! RIJCOSX wB97M-V def2-TZVPD def2/J DEFGRID3
* xyz 0 2
Re 1.163 0.595 0.167
F -4.804 -0.170 3.191
C -3.589 -0.254 2.618
F -2.793 -0.892 3.486
F -3.730 -1.044 1.537
C -3.065 1.111 2.249
C -3.855 2.220 2.479
C -3.392 3.478 2.118
C -2.149 3.557 1.526
N -1.377 2.498 1.287
C -1.802 1.288 1.648
S -0.765 -0.096 1.325
H -4.828 2.101 2.933
H -3.984 4.365 2.287
H -1.745 4.516 1.212
S 1.633 2.183 1.645
C 3.047 3.002 1.087
C 3.463 4.161 1.811
N 3.776 5.112 2.377
C 3.693 2.571 -0.039
S 3.185 1.169 -0.875
C 4.846 3.258 -0.542
N 5.775 3.792 -0.956
O 3.266 -1.746 2.668
C 2.735 -2.065 1.645
N 1.955 -1.245 0.811
C 1.567 -1.919 -0.271
O 0.918 -1.258 -1.122
C 2.033 -3.320 -0.225
C 1.884 -4.394 -1.075
C 2.487 -5.591 -0.692
C 3.205 -5.687 0.494
C 3.351 -4.591 1.344
C 2.753 -3.413 0.961
H 1.325 -4.312 -1.997
H 2.395 -6.461 -1.328
H 3.661 -6.632 0.759
H 3.911 -4.656 2.267
F -6.312 -0.808 -0.469
C -6.118 0.394 -1.029
F -6.740 1.304 -0.258
F -6.755 0.388 -2.215
C -4.658 0.717 -1.195
C -4.280 2.039 -1.385
C -2.942 2.355 -1.542
C -1.979 1.350 -1.515
C -2.370 0.024 -1.340
C -3.710 -0.293 -1.180
P -0.203 1.740 -1.564
C -0.100 3.550 -1.747
C 0.278 4.367 -0.692
C 0.338 5.746 -0.854
C -0.003 6.303 -2.073
C -0.401 5.498 -3.134
C -0.445 4.126 -2.974
C 0.033 7.794 -2.283
F -1.197 8.272 -2.551
F 0.813 8.121 -3.327
F 0.493 8.451 -1.212
C 0.381 1.136 -3.193
C -0.294 0.148 -3.897
C 0.220 -0.342 -5.090
C 1.416 0.153 -5.576
C 2.103 1.142 -4.882
C 1.588 1.627 -3.696
C 1.982 -0.343 -6.879
F 1.839 0.574 -7.854
F 3.297 -0.602 -6.779
F 1.382 -1.466 -7.300
H -5.027 2.822 -1.386
H -2.652 3.391 -1.651
H -1.628 -0.762 -1.285
H -4.008 -1.319 -1.016
H 0.506 3.929 0.268
H 0.651 6.376 -0.032
H -0.670 5.944 -4.082
H -0.748 3.504 -3.806
H -1.229 -0.249 -3.533
H -0.311 -1.110 -5.634
H 3.041 1.525 -5.264
H 2.134 2.392 -3.160
*
```

2.
The molecule C4H3N in a non-equilibrium geometry. Source: OMol25; level of theory: the ωB97M-V functional and the def2-TZVPD basis.

E (hartree): -208.6942
ΔE to the lowest compared entry with this formula, charge and spin (kJ/mol): 545.0
E_HOMO (spin up / spin down) (eV): -8.7 / -8.7

Structure (ORCA input):
```
! RIJCOSX wB97M-V def2-TZVPD def2/J DEFGRID3
* xyz 0 1
C 1.170 -0.091 0.385
C -0.100 -0.138 0.772
C -0.791 0.059 -1.514
C 0.465 0.468 -1.617
N -1.025 0.063 -0.193
H 2.131 0.280 0.626
H -0.500 -0.369 1.749
H -1.620 0.060 -2.195
*
```

3.
The molecule C4H8O2 in a non-equilibrium geometry. Source: OMol25; level of theory: the ωB97M-V functional and the def2-TZVPD basis.

E (hartree): -307.5482
ΔE to the lowest compared entry with this formula, charge and spin (kJ/mol): 431.2
E_HOMO (eV): -9.5

Structure (ORCA input):
```
! RIJCOSX wB97M-V def2-TZVPD def2/J DEFGRID3
* xyz 0 1
C 2.028 0.573 -0.566
O 0.659 0.765 -0.295
C 0.197 -0.253 0.473
C -1.295 -0.296 0.724
C -2.247 0.230 -0.267
O -3.435 0.399 -0.081
H 2.329 1.400 -1.203
H 2.194 -0.388 -1.080
H 2.603 0.579 0.371
H 0.729 -0.456 1.407
H 0.482 -1.337 -0.182
H -1.655 -0.340 1.761
H -0.789 -1.277 0.204
H -1.800 0.400 -1.266
*
```

4.
A cluster of 2 separate species, C10H16S in total in a non-equilibrium geometry. Source: OMol25; level of theory: the ωB97M-V functional and the def2-TZVPD basis.

E (hartree): -788.4648
ΔE to the lowest compared entry with this formula, charge and spin (kJ/mol): 103.3
E_HOMO (spin up / spin down) (eV): -11.6 / -11.6

Structure (ORCA input):
```
! RIJCOSX wB97M-V def2-TZVPD def2/J DEFGRID3
* xyz 1 2
C 0.248 -1.780 3.031
C 0.186 -0.403 2.320
C 1.578 -2.332 0.450
S 0.964 -3.165 1.954
H 0.917 -1.732 3.912
H -0.752 -2.160 3.166
H 0.523 0.515 2.802
H -0.877 -0.220 2.128
H 1.970 -3.170 -0.136
H 0.691 -2.024 -0.119
H 2.225 -1.534 0.791
H 0.650 -0.512 1.337
C -1.886 -0.438 -1.248
C 0.257 0.571 -2.177
C -0.884 0.629 -1.427
C 1.015 1.746 -2.332
C 0.680 2.829 -1.555
C -1.293 1.815 -0.738
C -0.417 2.883 -0.662
H 0.470 -0.253 -2.861
H 1.876 1.758 -2.970
H -2.394 -0.389 -0.294
H -1.442 -1.426 -1.490
H 1.237 3.744 -1.774
H -2.103 1.720 -0.025
H -0.763 3.717 -0.074
H -2.676 -0.391 -2.012
*
```

5.
A structure of composition C8H23N2Si in a non-equilibrium geometry. Source: OMol25; level of theory: the ωB97M-V functional and the def2-TZVPD basis.

E (hartree): -717.3137
ΔE to the lowest compared entry with this formula, charge and spin (kJ/mol): 265.5
E_HOMO (eV): -12.8

Structure (ORCA input):
```
! RIJCOSX wB97M-V def2-TZVPD def2/J DEFGRID3
* xyz 1 1
C 3.347 0.562 0.303
C 2.077 -2.550 -0.001
C -3.602 -0.677 -0.068
C -2.054 2.746 0.364
C 1.930 0.292 0.670
C 1.526 -1.522 -1.070
C -2.298 -0.645 -0.858
C 0.969 -0.317 -0.398
N -1.212 -0.058 1.798
N 0.742 0.775 -1.348
Si -0.829 -0.111 0.176
H 3.570 0.763 -0.727
H 3.940 -0.214 0.587
H 3.761 1.451 0.836
H 1.603 -2.482 0.945
H 3.072 -2.125 0.096
H 2.143 -3.533 -0.419
H -3.715 -1.625 0.533
H -3.662 0.087 0.687
H -4.457 -0.419 -0.610
H -3.048 2.309 0.270
H -2.118 3.676 0.855
H -1.834 2.980 -0.635
H 1.928 -0.311 1.586
H 1.566 1.334 0.901
H 0.756 -1.918 -1.841
H 2.368 -1.076 -1.632
H -2.478 -0.042 -1.764
H -2.020 -1.578 -1.463
H -1.019 0.714 2.404
H -1.386 -0.898 2.345
H -1.300 2.025 0.750
H 0.955 0.617 -2.348
H 0.778 1.771 -0.923
*
```

6.
A cluster of 2 separate species, C8H11ClN3 in total in a non-equilibrium geometry. Source: OMol25; level of theory: the ωB97M-V functional and the def2-TZVPD basis.

E (hartree): -935.4280
ΔE to the lowest compared entry with this formula, charge and spin (kJ/mol): 556.6
E_HOMO (spin up / spin down) (eV): -12.9 / -10.6

Structure (ORCA input):
```
! RIJCOSX wB97M-V def2-TZVPD def2/J DEFGRID3
* xyz 1 1
C 1.241 1.698 0.266
C 1.625 -0.350 -0.379
C -1.366 1.511 -0.685
C -4.421 -1.018 0.557
C -2.138 -0.570 0.335
C 2.677 1.540 0.575
C 2.940 0.095 0.148
C 1.321 -1.661 -0.949
N 0.691 0.633 -0.261
N -3.190 -1.262 0.690
N -2.184 0.655 -0.280
Cl -5.100 0.442 -0.215
H 0.665 2.592 0.425
H -5.170 -1.698 0.914
H -1.160 -0.965 0.546
H 3.269 2.269 0.014
H 2.885 1.733 1.629
H 3.246 -0.547 0.981
H 3.726 0.002 -0.608
H 0.777 -1.548 -1.888
H 0.658 -2.222 -0.287
H 2.225 -2.241 -1.105
H -3.216 0.913 -0.423
*
```

7.
The molecule C2H4INO2 in a non-equilibrium geometry. Source: OMol25; level of theory: the ωB97M-V functional and the def2-TZVPD basis.

E (hartree): -581.4101
ΔE to the lowest compared entry with this formula, charge and spin (kJ/mol): 319.6
E_HOMO (eV): -10.0

Structure (ORCA input):
```
! RIJCOSX wB97M-V def2-TZVPD def2/J DEFGRID3
* xyz 0 1
O 1.691 -2.075 -0.379
N 1.246 -1.195 0.374
O 1.866 -0.706 1.239
C -0.083 -0.687 0.152
C -0.032 0.683 -0.416
I -1.986 1.671 -0.429
H -0.811 -0.800 1.100
H -0.376 -1.452 -0.492
H 0.591 1.400 0.266
H 0.449 0.816 -1.377
*
```